Record 1
25
Properties=species:S:1:pos:R:3:forces:R:3 method="wB97M-V/def2-TZVPD" homo_lumo_gap_ev="1.84 / 12.95" de_lowest_ev=0.000 spin_multiplicity=2 energy_ha=-202.40154 charge=-1 s2=0.750
C -2.895 2.251 -5.345 0.2605 0.4093 0.1956
H -2.774 2.242 -6.421 0.1028 0.1040 -0.2189
H -2.118 1.641 -4.887 -0.3172 -0.3884 0.0189
H -2.719 3.251 -4.945 -0.1730 0.1113 -0.2279
H -3.914 1.953 -5.114 0.1269 -0.2469 0.2359
C 4.290 -1.958 0.020 -0.1557 -0.3898 0.8907
H 4.966 -1.244 0.483 -0.2424 0.3586 -0.0041
H 3.989 -2.662 0.803 0.4418 -0.2425 -0.1262
H 3.322 -1.544 -0.259 0.3147 0.4204 -0.5540
H 4.858 -2.447 -0.768 -0.3888 -0.1282 -0.2063
C 1.406 -4.611 5.004 -0.0455 -0.2344 0.3617
H 1.455 -4.325 6.057 0.3137 -0.0477 -0.0143
H 1.628 -3.746 4.390 -0.2963 0.1153 -0.1674
H 2.132 -5.387 4.762 0.0371 -0.0108 0.2000
H 0.404 -5.017 4.866 -0.0194 0.1999 -0.3946
C -1.843 1.121 1.600 -0.1985 -0.6855 -0.0368
H -1.893 0.242 2.249 0.1324 -0.1336 -0.2737
H -2.641 1.770 1.949 0.2575 0.6120 0.0554
H -0.829 1.512 1.619 -0.1172 0.4153 0.2520
H -2.062 0.863 0.565 -0.0634 -0.2926 0.0428
C -0.950 3.270 -1.363 0.1083 -1.1729 0.9782
H -1.009 3.922 -0.489 0.3167 0.7773 -0.6045
H 0.047 2.841 -1.476 0.0903 0.2243 0.1460
H -1.564 2.457 -0.968 -0.1530 -0.2422 -0.6619
H -1.286 3.603 -2.334 -0.3320 0.4677 0.1134

Record 2
55
Properties=species:S:1:pos:R:3:forces:R:3 method="wB97M-V/def2-TZVPD" homo_lumo_gap_ev=6.83 de_lowest_ev=0.230 energy_ha=-2582.08167 charge=+1
Pb 0.577 0.274 -1.523 0.2091 -0.1342 0.3798
O 0.455 1.912 2.623 -0.0040 0.0365 -0.0625
C 0.626 1.720 1.429 -0.0185 -0.0655 -0.0448
N -0.119 0.921 0.615 0.0273 0.0743 -0.0021
C -1.318 0.378 1.077 0.0745 -0.1112 -0.1019
C -2.126 0.925 2.035 -0.0720 -0.0067 0.0618
C -3.376 0.341 2.372 0.0292 0.0740 0.0423
C -3.836 -0.772 1.745 -0.0750 0.0086 0.0311
C -3.062 -1.366 0.721 0.2690 0.0533 -0.1587
C -1.745 -0.848 0.427 0.4471 -0.2996 0.1241
N -0.733 -1.580 -0.193 -0.3225 0.5300 -0.3517
C -1.071 -2.405 -1.193 -0.2998 -0.1529 -0.0699
O -2.206 -2.499 -1.698 0.3445 -0.2464 0.2135
C 0.081 -3.135 -1.831 -0.0132 0.2712 -0.0688
C 0.131 -4.510 -1.965 -0.1201 -0.0769 -0.0809
C 1.221 -5.059 -2.620 -0.0289 -0.0701 0.0040
C 2.200 -4.220 -3.131 0.0452 -0.0351 -0.0168
C 2.064 -2.855 -2.949 -0.0646 0.0432 0.1155
N 1.026 -2.321 -2.301 0.1210 -0.1310 -0.0088
C 1.794 2.416 0.751 -0.1234 -0.1193 -0.0707
C 2.567 3.304 1.478 0.0460 0.0433 0.0605
C 3.614 3.950 0.839 -0.0153 0.0095 0.0418
C 3.859 3.679 -0.498 0.0527 0.0316 -0.0043
C 3.043 2.770 -1.147 -0.0862 -0.0806 -0.0165
N 2.028 2.157 -0.536 0.0019 0.0757 -0.1017
H -1.796 1.810 2.555 -0.0497 -0.0099 0.0096
H -3.970 0.802 3.151 0.0398 0.0086 -0.0168
H -4.788 -1.215 2.009 0.0147 0.0270 -0.0429
H -3.301 -2.365 0.386 0.0090 0.0221 -0.0967
H -0.664 -5.126 -1.565 0.0214 0.0277 -0.0309
H 1.305 -6.133 -2.734 -0.0106 0.0442 -0.0123
H 3.054 -4.616 -3.664 -0.0300 0.0301 0.0419
H 2.809 -2.161 -3.321 -0.0381 -0.0307 0.0113
H 2.325 3.469 2.518 0.0082 0.0120 -0.0201
H 4.229 4.660 1.377 -0.0104 -0.0247 -0.0079
H 4.666 4.162 -1.035 -0.0298 -0.0169 0.0226
H 3.206 2.520 -2.190 -0.0237 0.0170 0.0436
N 4.277 -0.956 0.964 -0.1584 0.0703 -0.0684
C 3.011 -1.026 0.533 0.0434 -0.1602 0.0476
O 2.696 -0.588 -0.581 -0.1285 0.1254 0.0213
C 2.014 -1.681 1.444 0.1582 -0.0118 0.0623
I 2.118 -3.794 1.143 0.0407 0.0577 0.0780
H 4.980 -0.576 0.354 0.0277 0.0075 -0.0276
H 4.563 -1.375 1.832 -0.0228 -0.0286 0.0142
H 1.006 -1.392 1.174 0.0112 -0.0001 -0.0078
H 2.219 -1.496 2.494 0.0239 0.0118 0.0235
Te -3.344 -0.216 -1.444 -0.3859 0.2445 0.0767
C -4.081 1.514 -0.557 -0.0370 -0.1946 -0.0467
C -3.480 2.729 -0.350 0.1284 0.1729 0.0569
C -4.367 3.706 0.171 0.1071 -0.0370 -0.0282
C -5.629 3.213 0.351 -0.0413 -0.0380 0.0325
S -5.737 1.577 -0.105 -0.0943 0.0612 0.0003
H -2.431 2.912 -0.561 -0.0941 -0.0046 0.0118
H -4.087 4.725 0.400 -0.0057 -0.0636 -0.0286
H -6.499 3.736 0.723 0.1027 -0.0409 -0.0337

Record 3
152
Properties=species:S:1:pos:R:3:forces:R:3 method="wB97M-V/def2-TZVPD" homo_lumo_gap_ev=7.13 de_lowest_ev=0.000 energy_ha=-4292.33959 charge=+1
Hg -10.317 -23.451 -26.719 -0.8091 -0.5145 0.6412
C -6.334 -22.422 -26.838 -0.1127 -1.0445 -0.5361
F -5.082 -22.486 -26.450 -0.3142 0.5826 1.3307
F -6.969 -21.258 -26.561 0.8036 -0.9379 0.3922
F -6.260 -22.531 -28.150 -0.9198 -0.0653 -0.6552
S -7.340 -23.950 -26.041 1.8055 0.2389 0.1772
O -6.365 -24.917 -25.549 -1.8068 1.4953 -1.1705
O -8.221 -23.356 -25.083 -0.5543 0.3938 0.2549
N -8.403 -24.400 -27.352 1.9262 1.7076 2.5994
S -7.680 -25.623 -27.978 2.7428 -3.7067 -3.5309
O -6.255 -25.407 -28.220 -1.9679 0.1422 0.1265
O -8.040 -26.872 -27.345 -0.5298 1.0158 -0.4748
C -8.481 -25.607 -29.751 2.1326 -0.4250 0.8264
F -8.182 -26.646 -30.539 -0.3019 0.2513 1.0141
F -9.770 -25.504 -29.577 -1.4819 0.1060 -0.2434
F -8.003 -24.529 -30.357 -0.2751 0.6005 -0.0687
C -4.002 -27.023 -32.562 -0.4341 -0.3407 0.8595
C -5.272 -26.535 -33.284 1.1081 0.7681 0.2353
C -5.707 -25.091 -32.866 -0.5701 -0.8327 -0.3652
O -6.846 -24.618 -33.644 1.5905 -2.1298 0.0689
C -7.226 -23.352 -33.359 -1.9983 1.9002 -0.0526
N -4.944 -26.569 -34.681 -0.7468 -0.3484 -0.6237
H -4.014 -28.113 -32.534 -0.1132 -0.0657 -0.0904
H -3.985 -26.714 -31.517 0.1353 0.1785 0.0766
H -3.048 -26.791 -33.034 -0.2164 0.5516 -0.1343
H -6.034 -27.287 -33.077 -0.4178 0.3419 -0.0204
H -4.891 -24.399 -33.074 0.2871 0.0113 0.3692
H -5.990 -25.135 -31.814 0.1122 0.4602 0.2166
H -7.505 -23.190 -32.318 0.2352 -0.0631 0.3883
H -8.140 -23.159 -33.922 -0.4181 -0.3105 -0.0181
H -6.667 -22.479 -33.694 1.2807 -0.3286 0.0375
H -5.772 -26.220 -35.142 0.0976 0.1275 -0.6923
H -4.189 -25.916 -34.839 0.0961 0.1235 -0.2572
C -9.822 -29.672 -27.263 -0.0873 -1.3037 -1.2798
C -8.419 -30.313 -27.160 -0.8960 0.5376 -0.3352
C -7.750 -30.503 -28.599 -0.4306 0.0247 0.7924
O -8.574 -31.346 -29.412 -0.6589 -0.3338 0.4741
C -7.996 -31.894 -30.597 1.0998 1.2654 0.6157
N -7.631 -29.454 -26.296 1.4669 -0.2863 -0.7933
H -10.296 -30.271 -28.040 -0.6843 0.1126 0.1097
H -9.840 -28.641 -27.617 0.4048 0.0389 0.1086
H -10.403 -29.748 -26.344 0.1656 -0.1200 0.1131
H -8.557 -31.310 -26.742 0.2180 -0.0618 0.0776
H -6.735 -30.890 -28.506 0.0161 -0.4054 0.2619
H -7.610 -29.526 -29.062 -0.2476 0.3769 -0.2295
H -8.675 -32.501 -31.197 -0.3068 0.1667 0.5006
H -7.099 -32.466 -30.357 -0.0202 -0.3355 0.0937
H -7.640 -31.042 -31.176 -0.0195 -0.0175 -0.5750
H -7.658 -28.563 -26.771 0.3907 0.1026 0.5428
H -7.983 -29.319 -25.359 -0.3062 -0.3323 -0.0962
C -9.252 -20.693 -29.826 0.7086 0.5640 1.2157
C -9.522 -21.372 -28.447 0.1146 0.5880 -2.1337
C -9.758 -20.463 -27.239 0.5923 -0.5208 -0.6550
O -10.007 -21.331 -26.098 -0.7411 1.4624 -0.1057
C -10.202 -20.612 -24.839 0.8086 0.0443 -0.3844
N -10.647 -22.257 -28.770 -0.7649 -0.9430 1.2683
H -8.563 -19.852 -29.752 -0.1982 0.2459 -0.0492
H -10.220 -20.404 -30.235 0.2294 0.3029 -0.1817
H -8.749 -21.398 -30.488 -0.2426 -0.1893 0.0087
H -8.691 -22.051 -28.258 0.1249 0.2627 0.2238
H -10.497 -19.688 -27.441 -0.7543 -0.3853 0.3278
H -8.841 -19.884 -27.125 0.2161 -0.2091 0.4799
H -9.304 -19.994 -24.822 -0.3850 0.5038 0.5832
H -10.195 -21.252 -23.957 0.2601 -0.5751 -0.5137
H -11.149 -20.074 -24.791 0.1467 0.2416 -0.5113
H -10.474 -22.708 -29.657 0.3212 -0.4572 0.0012
H -11.530 -21.789 -28.920 -0.1085 0.5240 0.2662
C -10.917 -28.636 -30.231 -0.3707 1.0357 -0.9164
C -12.106 -29.594 -30.136 0.7672 0.2659 0.2966
C -13.573 -28.969 -30.341 3.3199 -1.1391 1.0906
O -13.880 -28.186 -29.129 2.4573 -2.2643 -2.2669
C -15.043 -27.539 -29.339 -2.0523 0.7335 0.5431
N -11.775 -30.612 -31.125 -1.3066 -0.5789 -0.5248
H -9.926 -29.077 -30.124 -0.2367 -0.3819 1.0026
H -11.035 -27.712 -29.665 0.1572 -0.1676 0.3381
H -10.789 -28.324 -31.268 -0.6327 0.2797 -0.3968
H -12.064 -30.087 -29.164 -0.4480 0.4128 0.4651
H -14.198 -29.847 -30.504 -0.6472 0.2095 0.4878
H -13.526 -28.448 -31.297 -0.3522 0.8176 0.2445
H -14.974 -26.782 -30.120 -0.0472 0.4007 -0.0256
H -15.311 -27.139 -28.362 -0.3501 0.5243 -0.1748
H -15.835 -28.231 -29.627 -0.3055 -0.0699 -0.0971
H -12.293 -31.440 -30.871 -0.2309 -0.3321 -0.3326
H -10.813 -30.913 -31.060 0.2642 0.3600 0.1867
C -6.118 -22.232 -22.031 -0.1974 -0.8497 -0.9877
C -6.227 -23.286 -20.962 -0.1424 -0.2439 2.1976
C -6.484 -24.755 -21.331 -0.9288 1.3954 -1.1821
O -7.797 -24.816 -21.901 0.7573 -1.1963 -0.4205
C -7.990 -26.138 -22.432 -0.1325 1.3887 -0.2358
N -5.031 -23.222 -20.121 0.2214 0.1219 -0.1330
H -7.059 -22.191 -22.580 0.0119 0.0358 -0.1942
H -5.336 -22.554 -22.719 0.1685 0.2885 -0.3216
H -5.893 -21.233 -21.657 0.0688 -0.2762 0.3015
H -7.063 -22.969 -20.338 -0.1661 -0.1328 0.2614
H -6.485 -25.488 -20.524 0.4129 0.4074 0.5706
H -5.719 -25.041 -22.052 0.0975 -0.2990 -0.3570
H -9.045 -26.106 -22.704 0.0166 -0.8090 0.1900
H -7.676 -26.914 -21.733 -0.5606 -0.0865 0.3260
H -7.392 -26.308 -23.327 0.1030 0.2015 -0.2767
H -4.251 -23.501 -20.699 0.4388 0.0999 -0.0812
H -5.066 -23.920 -19.391 -0.1261 -0.0350 0.2483
C -4.218 -19.397 -24.566 0.3335 -0.4155 0.2821
C -3.223 -18.259 -24.289 -0.1700 1.0644 -1.1301
C -2.476 -17.893 -25.637 -0.3647 -0.3914 1.2240
O -1.501 -18.904 -25.793 0.7805 -0.2567 -0.3337
C -1.218 -19.496 -27.047 -0.6056 0.3316 -0.7247
N -3.890 -17.027 -23.765 -0.1893 -0.5183 -0.3665
H -4.535 -19.869 -23.636 -0.4327 0.2326 0.0988
H -3.805 -20.237 -25.124 0.7744 0.1405 0.0037
H -5.063 -19.134 -25.203 -0.2125 0.6375 0.3821
H -2.484 -18.515 -23.531 0.2636 -0.7282 -0.4298
H -2.043 -16.895 -25.557 0.4180 0.0223 0.1400
H -3.178 -17.806 -26.467 -0.2283 -0.4424 -0.1575
H -0.556 -20.355 -26.942 -0.3381 -0.0557 0.5296
H -0.737 -18.912 -27.832 0.4271 0.9857 0.4646
H -2.135 -19.762 -27.575 -0.3875 -0.5610 0.2863
H -3.188 -16.450 -23.324 0.3616 0.2634 -0.2750
H -4.457 -17.272 -22.965 -0.4378 -0.2980 0.0011
C -11.273 -27.179 -24.352 -0.9207 -0.2384 -1.0733
C -10.962 -26.160 -25.480 0.4373 -1.4364 -0.5931
C -11.919 -26.135 -26.662 0.0717 -2.2155 -0.1970
O -11.823 -24.980 -27.439 -0.1260 1.1316 -0.7937
C -12.608 -24.956 -28.630 -1.2774 -0.4767 -0.3724
N -10.975 -24.879 -24.911 0.1931 2.3970 1.4243
H -12.357 -27.176 -24.243 -0.2217 -0.2440 0.0740
H -10.910 -26.881 -23.368 0.4228 0.1106 -0.2494
H -10.963 -28.203 -24.561 0.0708 0.1338 -0.0786
H -9.916 -26.210 -25.782 0.0041 -0.9562 -0.5795
H -12.928 -26.244 -26.265 -0.3084 -0.0815 -0.1808
H -11.654 -26.951 -27.334 -0.4452 -0.5212 0.1681
H -12.429 -25.785 -29.314 0.5588 -0.1718 0.2299
H -12.555 -24.030 -29.203 0.7224 0.1130 0.5010
H -13.669 -25.040 -28.394 -0.1039 -0.0742 0.4236
H -10.348 -25.089 -24.148 0.5600 1.5236 0.5501
H -11.858 -24.683 -24.463 -0.4710 0.1936 0.0742
C -0.753 -26.197 -30.539 -1.1126 0.4812 -1.2396
C -0.033 -25.280 -29.571 -0.8200 -0.8480 -0.4945
C -1.053 -24.703 -28.506 2.3490 -0.6686 -1.5121
O -1.780 -23.629 -29.077 0.7320 -0.3802 1.4724
C -2.384 -22.848 -28.022 -0.1780 -0.8553 -1.7393
N 1.018 -26.145 -29.077 0.4154 0.4110 0.7883
H -1.024 -27.172 -30.134 0.2784 -0.0175 0.3375
H -0.175 -26.350 -31.450 0.2448 -0.1813 0.1769
H -1.692 -25.771 -30.891 -0.1916 0.2491 0.0766
H 0.481 -24.516 -30.154 -0.3826 0.4791 0.2465
H -0.405 -24.444 -27.668 -0.2117 0.7455 0.3416
H -1.612 -25.578 -28.174 -0.8415 0.1398 0.0191
H -2.813 -22.041 -28.617 -0.3717 0.2353 0.6795
H -1.681 -22.481 -27.274 0.1438 -0.0604 -0.0937
H -3.122 -23.521 -27.587 -0.2905 0.4823 0.4124
H 0.635 -26.796 -28.407 0.1639 -0.2231 0.1711
H 1.759 -25.612 -28.645 0.0881 -0.0754 0.3072